(1)
{
  "formula": "C4H7BrO",
  "method": "ωB97M-V/def2-TZVPD",
  "elements": ["C", "C", "C", "C", "O", "Br", "H", "H", "H", "H", "H", "H", "H"],
  "positions_angstrom": [[0.5385, 1.9634, -0.0515], [0.6436, 0.4690, -0.1169], [-0.5613, -1.8388, -0.0038], [-0.6829, -0.3425, -0.1821], [-0.5692, 2.5209, -0.0241], [2.2693, -0.3665, -0.0732], [1.0585, 1.6838, 1.0115], [1.4345, 2.5356, -0.3331], [-1.5825, -2.2597, 0.2459], [0.0878, -1.9890, 0.9317], [-0.0779, -2.3297, -0.9266], [-1.4546, -0.0523, 0.5671], [-1.1037, 0.0059, -1.0449]],
  "lowdin_charge": [-0.5631, -0.5843, -0.1588, -0.2648, -0.0880, 0.8490, 0.1908, 0.1310, 0.0884, 0.0789, 0.0935, 0.1408, 0.0866],
  "e_above_lowest_ev": 3.682,
  "lumo_energy_ev": [-0.7, -0.7],
  "multiplicity": 1,
  "homo_ha": [-0.3192, -0.3192]
}

---

(2)
{
  "formula": "C22H38P2Ti",
  "method": "ωB97M-V/def2-TZVPD",
  "elements": ["P", "P", "C", "C", "H", "H", "H", "H", "C", "H", "H", "H", "C", "H", "H", "H", "C", "H", "H", "H", "C", "H", "H", "H", "Ti", "C", "C", "C", "C", "C", "C", "C", "C", "C", "H", "H", "H", "H", "H", "H", "H", "H", "H", "H", "H", "H", "H", "H", "H", "C", "C", "C", "C", "C", "C", "C", "H", "H", "H", "H", "H", "H", "H"],
  "positions_angstrom": [[-0.0043, 0.7936, 3.2286], [0.0720, 1.0133, -1.1398], [0.6397, 1.3662, 1.5665], [-0.4723, 1.6335, 0.5469], [1.3900, 0.5932, 1.1926], [1.2692, 2.2300, 1.8104], [-1.4135, 1.0960, 0.7369], [-0.7566, 2.6957, 0.5702], [1.9047, 1.4507, -0.9953], [2.2453, 1.8260, -1.9688], [2.5013, 0.5772, -0.7148], [2.0490, 2.2448, -0.2474], [-0.1769, 2.7745, -1.7876], [0.3746, 3.4857, -1.1573], [-1.2416, 3.0441, -1.7570], [0.1915, 2.8508, -2.8189], [1.4184, 1.2018, 4.2931], [1.1538, 2.0630, 4.9169], [2.3111, 1.4349, 3.6976], [1.6321, 0.3502, 4.9478], [-1.2579, 2.0622, 3.6340], [-2.1513, 2.0007, 2.9984], [-0.8182, 3.0650, 3.5257], [-1.5733, 1.9228, 4.6753], [0.1190, -0.7795, 1.7225], [0.6290, 0.2548, -4.5295], [1.0113, -0.1706, -3.2241], [0.6188, -1.5327, -2.7060], [-0.8516, -1.6776, -2.2442], [-1.8514, -0.7281, -2.9244], [-1.5579, 0.7484, -2.7410], [-1.5415, 1.4698, -4.0812], [-0.3740, 1.0891, -4.9168], [-2.0352, -0.8279, 1.8242], [1.3145, -0.1040, -5.3238], [2.0624, 0.0782, -3.0016], [1.2676, -1.7834, -1.8448], [0.7946, -2.2895, -3.4946], [-1.1825, -2.7098, -2.4364], [-0.9203, -1.5413, -1.1510], [-2.8313, -0.9030, -2.4435], [-2.3323, 1.2174, -2.1117], [-1.6261, 2.5692, -3.9628], [-2.4745, 1.1773, -4.6084], [-1.9844, -1.0201, -3.9750], [-0.3912, 1.4843, -5.9461], [-2.2180, -1.7096, 1.1884], [-2.6567, -0.0071, 1.4498], [-2.3341, -1.0570, 2.8556], [2.4674, -1.2822, 0.9774], [1.6920, -2.2603, 1.7010], [0.8330, -3.1476, 0.9890], [-0.2912, -3.6777, 1.6093], [-0.6607, -3.2585, 2.8819], [0.1292, -2.3279, 3.5813], [1.3874, -1.9727, 3.0737], [3.2676, -0.7985, 1.5421], [2.6790, -1.5060, -0.0682], [1.1066, -3.3965, -0.0402], [-0.9061, -4.3982, 1.0667], [-1.5863, -3.6201, 3.3344], [-0.1832, -1.9548, 4.5616], [2.1247, -1.4221, 3.6624]],
  "lowdin_spin": [0.0567, 0.0201, 0.0238, 0.0108, 0.0046, 0.0006, 0.0010, 0.0042, 0.0242, 0.0000, 0.0001, 0.0031, 0.0013, 0.0001, 0.0000, 0.0007, 0.0109, 0.0016, 0.0001, -0.0002, 0.0085, 0.0001, 0.0005, 0.0000, 0.8395, 0.0644, 0.5018, 0.0558, 0.0149, 0.0064, 0.1124, 0.0077, 0.0288, -0.0030, 0.0230, 0.0182, -0.0011, 0.0239, -0.0006, 0.0001, 0.0022, 0.0128, 0.0007, 0.0066, 0.0004, 0.0004, 0.0053, -0.0007, 0.0034, 0.0148, 0.0166, 0.0036, 0.0229, -0.0034, 0.0121, 0.0220, 0.0039, 0.0005, 0.0008, 0.0012, -0.0002, 0.0003, 0.0090],
  "e_above_lowest_ev": 1.485,
  "lumo_energy_ev": [-0.5, -0.1],
  "multiplicity": 3,
  "homo_ha": [-0.1777, -0.1714]
}

---

(3)
{
  "formula": "C4H12NO2",
  "method": "ωB97M-V/def2-TZVPD",
  "elements": ["C", "C", "C", "C", "N", "O", "O", "H", "H", "H", "H", "H", "H", "H", "H", "H", "H", "H", "H"],
  "positions_angstrom": [[1.3246, -1.7746, 0.9062], [-0.1440, 1.7268, -0.4543], [0.3550, -0.7199, 1.1555], [0.5069, 0.4896, -0.8242], [-1.6592, 1.3137, -0.3347], [-0.9904, -1.0405, 1.1444], [-0.2206, -0.2079, -1.7891], [1.3927, -2.4920, 1.7615], [1.0888, -2.3473, 0.1046], [2.3922, -1.4320, 0.7834], [0.2107, 2.0048, 0.5489], [-0.0813, 2.5491, -1.1822], [0.5207, 0.1115, 1.7971], [1.6354, 0.3976, -0.8189], [-2.0962, 2.1767, 0.0492], [-1.4483, 0.5909, 0.3725], [-1.9564, 1.1665, -1.3117], [-1.1426, -1.7395, 0.5870], [0.3119, -0.7736, -2.4953]],
  "lowdin_charge": [-0.0690, -0.1382, -0.2077, -0.2597, 0.1984, 0.0059, -0.0680, 0.1159, 0.0468, 0.1195, 0.1354, 0.1364, 0.1153, 0.1485, 0.1787, 0.1099, 0.1678, 0.0710, 0.1929],
  "e_above_lowest_ev": 4.365,
  "lumo_energy_ev": -3.3,
  "charge": 1,
  "multiplicity": 1,
  "homo_ha": -0.4260
}

---

(4)
{
  "formula": "C35H53AsHgNOP2",
  "method": "ωB97M-V/def2-TZVPD",
  "elements": ["Hg", "P", "P", "N", "C", "H", "H", "C", "H", "H", "C", "H", "H", "C", "H", "H", "C", "C", "H", "H", "H", "C", "C", "H", "H", "H", "C", "C", "H", "H", "H", "C", "C", "H", "H", "H", "C", "C", "H", "H", "H", "C", "H", "H", "H", "C", "H", "H", "H", "C", "H", "H", "H", "H", "H", "H", "H", "O", "H", "H", "C", "C", "C", "C", "C", "C", "As", "C", "C", "C", "C", "C", "C", "C", "C", "C", "C", "C", "C", "H", "H", "H", "H", "H", "H", "H", "H", "H", "H", "H", "H", "H", "H", "H"],
  "positions_angstrom": [[0.7417, 1.5692, 0.3783], [-1.5316, 2.5410, -0.0091], [2.9984, 0.9431, -0.4786], [0.9703, 3.1293, -1.7576], [-1.4998, 3.2274, -1.6980], [-2.3892, 2.8670, -2.2316], [-1.6091, 4.3202, -1.6261], [-0.2513, 2.9496, -2.5361], [-0.2623, 1.9265, -2.9307], [-0.2611, 3.6050, -3.4249], [2.3058, 2.9686, -2.3770], [2.9798, 3.7141, -1.9229], [2.2502, 3.2232, -3.4512], [2.9033, 1.5638, -2.1931], [3.9150, 1.5370, -2.6257], [2.3099, 0.8445, -2.7748], [3.6186, -0.7927, -0.3787], [2.4409, -1.7401, -0.2909], [1.8732, -1.8309, -1.2161], [1.7453, -1.3538, 0.4773], [2.7053, -2.7481, 0.0343], [4.1718, 2.0099, 0.4464], [4.1441, 1.8072, 1.9815], [4.2235, 2.7786, 2.4922], [4.9861, 1.1911, 2.3243], [3.2192, 1.3519, 2.3620], [-1.8836, 3.8990, 1.1970], [-2.2769, 3.4374, 2.6141], [-2.1070, 4.2568, 3.3257], [-1.6906, 2.5989, 3.0029], [-3.3335, 3.1605, 2.6950], [-2.9519, 1.3942, 0.1283], [-2.9570, 0.6187, 1.4322], [-3.5796, -0.2771, 1.3046], [-3.3735, 1.1550, 2.2929], [-1.9350, 0.3047, 1.7017], [0.4391, 0.2332, 2.3265], [5.5787, 1.8679, -0.1880], [5.6706, 1.0626, -0.9234], [5.8382, 2.7889, -0.7166], [6.3480, 1.6985, 0.5691], [-2.8641, 4.9383, 0.5998], [-3.5960, 5.3004, 1.3337], [-2.3360, 5.8220, 0.2294], [-3.4505, 4.5761, -0.2485], [-4.3016, 2.0555, -0.0977], [-5.0843, 1.2935, -0.0999], [-4.5334, 2.7448, 0.7129], [-4.3660, 2.5891, -1.0446], [4.5190, -1.0616, 0.8261], [4.0010, -0.8406, 1.7593], [4.7734, -2.1243, 0.8814], [5.4492, -0.5048, 0.8231], [4.1594, -0.9772, -1.3168], [-2.7540, 0.6931, -0.6917], [3.8181, 3.0292, 0.2595], [-0.8878, 4.3489, 1.2910], [0.6205, 0.2454, 3.4616], [0.9228, 3.9752, -1.1875], [1.3727, 3.0603, 1.2259], [1.1466, -5.8514, 1.0816], [0.6259, -5.7107, -0.2155], [0.1008, -4.4590, -0.5981], [0.0978, -3.4236, 0.3215], [0.6522, -3.5539, 1.6023], [1.1680, -4.7867, 2.0069], [-0.8162, -1.7277, -0.0569], [-0.9885, -1.8099, -2.0655], [-0.2303, -0.9747, -2.8921], [-0.3061, -1.1361, -4.2854], [-1.1590, -2.1151, -4.8253], [-1.9546, -2.9068, -3.9941], [-1.8884, -2.7337, -2.5963], [-2.1768, -2.3309, 1.2873], [-3.3008, -3.0025, 0.8275], [-4.1623, -3.5896, 1.7751], [-3.8838, -3.4417, 3.1387], [-2.7730, -2.7192, 3.5933], [-1.9224, -2.1439, 2.6448], [1.5446, -6.8175, 1.3920], [0.5977, -6.5431, -0.9292], [-0.3393, -4.2844, -1.5783], [0.6303, -2.6891, 2.2803], [1.5507, -4.8989, 3.0329], [0.4213, -0.2026, -2.4744], [0.2983, -0.5162, -4.9385], [-1.1973, -2.2521, -5.9080], [-2.6151, -3.6710, -4.4057], [-2.4834, -3.3438, -1.9276], [-3.4457, -3.0793, -0.2515], [-5.0180, -4.1676, 1.4214], [-4.5413, -3.9035, 3.8715], [-2.5402, -2.6122, 4.6576], [-1.0382, -1.5669, 2.9556]],
  "lowdin_charge": [0.5122, 0.9338, 0.9314, -0.1741, -0.3016, 0.0968, 0.0894, -0.2748, 0.0958, 0.1227, -0.2406, 0.1176, 0.1235, -0.3197, 0.0930, 0.0728, -0.5075, -0.1739, 0.0629, -0.0062, 0.0884, -0.5341, -0.1294, 0.0867, 0.0709, 0.0356, -0.5115, -0.1050, 0.0920, 0.0656, 0.0699, -0.5464, -0.1417, 0.0831, 0.0776, 0.0031, -0.1580, -0.1087, 0.0639, 0.0795, 0.0807, -0.1109, 0.0884, 0.0791, 0.0513, -0.0997, 0.0913, 0.0727, 0.0705, -0.0958, 0.0773, 0.0945, 0.0626, 0.1181, 0.0947, 0.0814, 0.0746, 0.0944, 0.0967, -0.0360, -0.0808, -0.0606, -0.0930, -0.4166, -0.1445, -0.0628, 1.3352, -0.3735, -0.1366, -0.0711, -0.0735, -0.0610, -0.1321, -0.4111, -0.1079, -0.0616, -0.0784, -0.0553, -0.1505, 0.1023, 0.1090, 0.0832, 0.0861, 0.1128, 0.0533, 0.1026, 0.1097, 0.1111, 0.0787, 0.0796, 0.1080, 0.1049, 0.1139, 0.0601],
  "e_above_lowest_ev": 0.737,
  "lumo_energy_ev": -2.2,
  "charge": 1,
  "multiplicity": 1,
  "homo_ha": -0.3566
}